[1]
The following is a DFT calculation (ωB97M-V/def2-TZVPD) of a molecular structure, C29H29Cl2F3N8O2PSW.

The geometry in XYZ format:
```
76
Properties=species:S:1:pos:R:3:lowdin_charge:R:1
W 0.606 1.130 0.233 1.25
S 0.871 -0.137 2.232 0.70
C 2.353 0.777 2.096 -0.75
N 3.031 1.322 3.107 0.08
N 2.505 1.182 4.291 0.04
C 3.147 1.627 5.444 -0.22
C 4.405 2.225 5.382 0.00
C 4.991 2.650 6.560 -0.06
C 4.339 2.482 7.777 -0.06
C 3.086 1.884 7.825 -0.06
C 2.482 1.453 6.659 -0.01
N 2.782 1.178 0.856 -0.03
N 2.336 0.436 -0.220 -0.25
C 3.258 0.329 -1.309 -0.31
C 3.734 -0.922 -1.659 -0.04
C 4.592 -1.037 -2.743 -0.06
C 4.976 0.092 -3.453 -0.06
C 4.512 1.345 -3.072 -0.06
C 3.647 1.470 -1.996 -0.04
H 1.572 0.779 4.385 0.10
H 4.895 2.351 4.428 0.11
H 5.965 3.118 6.529 0.11
H 4.811 2.819 8.690 0.11
H 2.579 1.756 8.771 0.11
H 1.504 0.989 6.684 0.12
H 3.433 -1.799 -1.101 0.08
H 4.963 -2.013 -3.028 0.11
H 5.643 -0.002 -4.299 0.11
H 4.824 2.228 -3.615 0.11
H 3.282 2.440 -1.680 0.12
C -0.235 -1.674 -4.434 -0.17
N -1.251 -1.802 -3.391 -0.14
C -2.383 -0.930 -3.716 -0.16
N -2.002 0.466 -3.940 -0.14
C -0.970 0.523 -4.972 -0.17
N 0.198 -0.296 -4.656 -0.14
C 0.954 0.218 -3.519 -0.27
P -0.113 0.204 -1.998 1.00
C -0.713 -1.538 -2.065 -0.28
C -1.565 1.106 -2.707 -0.27
H -0.659 -2.047 -5.367 0.13
H 0.629 -2.287 -4.175 0.13
H -3.118 -0.978 -2.911 0.13
H -2.842 -1.304 -4.632 0.13
H -0.658 1.558 -5.115 0.13
H -1.397 0.158 -5.907 0.13
H 1.287 1.239 -3.713 0.10
H 1.838 -0.400 -3.369 0.08
H -1.475 -1.676 -1.299 0.07
H 0.116 -2.216 -1.845 0.08
H -1.283 2.143 -2.896 0.10
H -2.367 1.095 -1.974 0.07
O 0.217 2.921 -0.727 -0.27
N 0.682 3.415 0.413 -0.15
O 0.018 2.985 1.376 -0.13
F -8.818 -0.531 0.844 0.15
C -8.000 -1.540 0.504 -0.59
F -8.228 -2.551 1.351 0.15
F -8.374 -1.952 -0.720 0.15
C -6.559 -1.104 0.512 -0.11
C -5.591 -1.867 1.146 0.01
C -4.271 -1.453 1.126 -0.02
C -3.914 -0.275 0.468 -0.24
C -4.898 0.487 -0.166 -0.01
C -6.216 0.072 -0.143 0.01
C -2.547 0.152 0.437 -0.10
C -1.400 0.547 0.372 -0.28
H -5.870 -2.776 1.661 0.13
H -3.513 -2.033 1.635 0.07
H -4.624 1.410 -0.660 0.12
H -6.983 0.665 -0.624 0.13
Cl -0.991 -3.062 1.421 0.54
C 0.350 -4.209 1.255 -0.97
Cl 1.725 -3.456 0.431 0.52
H 0.019 -5.057 0.670 0.03
H 0.671 -4.506 2.245 0.03
```

Output
LUMO (alpha / beta) = -4.010 / -4.883 eV
highest occupied orbital energy (alpha / beta) = -10.73 / -11.11 eV
multiplicity = 3
<S²> = 2.040
net charge = +1
largest force on an atom = 1.4 eV/Å
gap between HOMO and LUMO (alpha / beta) = 6.72 / 6.23 eV
energy = -101694.9124 eV



[2]
The following is a DFT calculation (ωB97M-V/def2-TZVPD) of a molecular structure, C26H48N8O14S2.

The geometry in XYZ format:
```
98
Properties=species:S:1:pos:R:3:lowdin_charge:R:1
O 0.486 -3.703 3.666 0.05
C 1.057 -3.081 2.777 -0.54
N 0.437 -2.996 1.558 0.14
C 2.299 -2.223 3.042 0.00
H 0.864 -2.441 0.830 0.03
H -0.494 -3.381 1.478 0.14
H 2.070 -1.158 3.012 0.04
H 3.061 -2.427 2.290 0.09
H 2.734 -2.523 3.995 0.09
O -4.875 2.790 0.784 0.01
C -3.702 2.468 0.901 -0.58
N -3.346 1.242 1.193 0.15
C -2.622 3.510 0.637 -0.01
H -3.982 0.461 1.116 -0.01
H -2.382 1.103 1.462 0.00
H -1.824 3.533 1.379 0.09
H -3.022 4.519 0.731 0.10
H -2.270 3.353 -0.382 0.04
O -3.497 -0.675 1.528 0.03
C -3.821 -0.824 0.392 -0.58
N -2.916 -1.100 -0.493 0.17
C -5.335 -0.861 0.012 0.07
H -1.956 -1.381 -0.347 0.01
H -3.224 -1.148 -1.453 0.14
H -5.895 -0.800 0.945 0.10
H -5.554 -1.717 -0.626 0.09
H -5.659 -0.022 -0.604 0.07
O 3.314 1.632 -0.513 -0.02
C 3.495 0.407 -0.666 -0.57
N 2.603 -0.484 -0.548 0.19
C 4.926 -0.092 -0.846 0.02
H 2.925 -1.435 -0.655 0.15
H 1.679 -0.310 -0.180 0.04
H 5.208 -0.612 0.070 0.08
H 5.610 0.732 -1.051 0.09
H 5.173 -0.870 -1.568 0.08
O -0.174 -5.839 -1.822 0.02
C 0.258 -4.717 -2.065 -0.52
N -0.196 -3.654 -1.389 0.12
C 1.411 -4.552 -3.070 -0.01
H -0.137 -2.681 -1.655 -0.01
H -0.757 -3.941 -0.599 0.13
H 2.293 -5.094 -2.729 0.08
H 1.671 -3.495 -3.026 0.03
H 1.234 -4.847 -4.104 0.08
O -1.561 1.261 2.576 0.04
C -0.818 0.533 3.210 -0.52
N -0.707 -0.760 2.978 0.21
C -0.121 1.222 4.338 -0.03
H -1.213 -1.078 2.163 -0.08
H 0.069 -1.233 3.419 0.09
H 0.443 0.626 5.055 0.09
H -0.827 1.847 4.885 0.10
H 0.536 1.966 3.886 0.01
N 0.676 -2.063 -3.837 0.07
C 0.543 -1.258 -2.712 -0.08
C 0.983 0.062 -2.638 -0.08
C 1.474 0.631 -3.787 -0.05
C 1.667 -0.121 -4.908 -0.06
C 1.330 -1.465 -4.884 -0.11
H 0.011 -1.709 -1.888 0.03
H 0.896 0.487 -1.650 0.06
H 1.880 1.630 -3.729 0.13
H 2.060 0.450 -5.736 0.11
H 1.440 -2.003 -5.813 0.11
N 2.214 0.971 3.922 0.07
C 3.488 0.427 3.866 -0.13
C 4.529 0.777 2.993 -0.05
C 4.280 1.724 2.014 -0.05
C 3.021 2.376 2.017 -0.04
C 2.055 1.933 2.920 -0.17
H 3.714 -0.304 4.629 0.10
H 5.450 0.249 3.194 0.11
H 5.034 1.938 1.271 0.11
H 2.797 3.183 1.334 0.13
H 1.106 2.439 3.014 0.09
C -0.156 1.399 -0.502 -0.17
C 0.923 1.207 0.558 -0.13
O 0.677 -0.110 1.081 -0.21
S -0.409 -1.031 0.173 0.89
O -1.609 -1.122 1.039 -0.24
O 0.128 -2.220 -0.397 -0.40
O -0.639 0.113 -0.957 -0.23
H 0.159 2.084 -1.289 0.12
H -0.952 1.891 0.055 0.11
H 0.955 1.849 1.438 0.10
H 1.883 1.136 0.046 0.05
C -3.819 3.506 -1.914 -0.14
C -4.017 1.952 -2.212 -0.16
O -3.217 1.780 -3.318 -0.17
S -1.763 2.548 -3.118 0.82
O -1.338 3.060 -4.405 -0.21
O -0.748 1.780 -2.377 -0.32
O -2.439 3.684 -2.164 -0.22
H -4.008 3.728 -0.864 0.07
H -4.422 4.218 -2.479 0.14
H -5.067 1.871 -2.492 0.14
H -3.741 1.269 -1.408 0.10
```

Output
LUMO = -0.325 eV
highest occupied orbital energy = -8.61 eV
largest force on an atom = 9.7 eV/Å
gap between HOMO and LUMO = 8.28 eV
energy = -89970.0146 eV



[3]
The following is a DFT calculation (ωB97M-V/def2-TZVPD) of a molecular structure, C5H8N2.

The geometry in XYZ format:
```
15
Properties=species:S:1:pos:R:3:lowdin_charge:R:1
C -2.219 -0.219 -0.044 -0.05
C -0.769 0.069 0.162 -0.36
C -0.063 1.105 -0.573 -0.12
N 1.294 1.367 0.074 0.03
C 1.289 0.007 0.282 -0.41
N 2.205 -0.746 -0.332 0.19
C 0.112 -0.564 0.993 -0.03
H -2.377 -0.730 -1.001 0.08
H -2.611 -0.854 0.754 0.08
H -2.773 0.724 -0.077 0.08
H -0.069 1.189 -1.659 0.09
H 1.072 1.844 0.946 0.11
H 2.029 -1.735 -0.437 0.12
H 2.836 -0.288 -0.975 0.12
H 0.046 -1.171 1.887 0.08
```

Output
LUMO = 0.939 eV
highest occupied orbital energy = -6.35 eV
largest force on an atom = 0.5 eV/Å
gap between HOMO and LUMO = 7.29 eV
energy = -8291.1421 eV



[4]
The following is a DFT calculation (ωB97M-V/def2-TZVPD) of a molecular structure, C4H3CuFO5.

The geometry in XYZ format:
```
14
Properties=species:S:1:pos:R:3:lowdin_charge:R:1
C -1.174 -0.238 -0.122 -0.33
C -0.389 -1.352 0.568 -0.11
F -2.407 -0.129 0.471 0.06
H -1.311 -0.381 -1.201 0.18
H -0.187 -1.051 1.607 0.15
H -1.023 -2.246 0.579 0.15
O 0.800 -1.703 -0.107 -0.03
C 1.933 -0.895 -0.038 -0.26
O 2.933 -1.425 -0.483 0.10
O 0.550 2.806 0.241 -0.04
Cu 1.622 1.134 0.496 0.75
O -0.551 2.335 -1.647 0.11
O -0.475 0.930 0.100 -0.04
C -0.320 2.214 -0.463 -0.69
```

Output
LUMO (alpha / beta) = -0.598 / -3.649 eV
highest occupied orbital energy (alpha / beta) = -10.32 / -10.18 eV
multiplicity = 2
<S²> = 0.756
largest force on an atom = 4.5 eV/Å
gap between HOMO and LUMO (alpha / beta) = 9.72 / 6.54 eV
energy = -61788.4873 eV



[5]
The following is a DFT calculation (ωB97M-V/def2-TZVPD) of a molecular structure, C23H17Cl3F5N3O2PtS3Te.

The geometry in XYZ format:
```
58
Properties=species:S:1:pos:R:3:lowdin_charge:R:1
Pt 0.771 2.157 1.288 1.15
S 2.319 1.199 4.071 0.72
C 1.465 2.652 4.037 -1.10
N 0.658 2.983 3.036 -0.23
C -0.018 4.152 3.244 -0.30
C -0.947 4.709 2.366 -0.01
C -1.520 5.915 2.707 -0.06
C -1.190 6.550 3.904 -0.07
C -0.298 5.987 4.801 -0.07
C 0.288 4.777 4.466 -0.43
S 1.460 3.818 5.339 1.10
H -1.184 4.189 1.444 0.10
H -2.227 6.382 2.037 0.11
H -1.641 7.503 4.130 0.11
H -0.055 6.475 5.733 0.11
F 3.909 1.052 -0.072 -0.46
Te 3.637 2.045 1.679 1.81
F 4.102 3.368 3.111 -0.49
F 0.827 1.354 -0.439 -0.58
F 5.342 1.042 2.369 -0.47
F 5.018 3.080 0.859 -0.42
O 2.352 3.249 0.965 -0.68
Cl 3.624 -5.218 0.462 0.70
C 2.315 -4.254 -0.101 -0.67
C 1.011 -4.706 0.045 -0.09
C -0.026 -3.919 -0.415 -0.03
C 0.196 -2.694 -1.039 -0.19
C -0.967 -1.896 -1.601 -0.30
C -2.106 -1.651 -0.581 -0.05
N -1.631 -0.865 0.518 -0.05
C -1.072 -1.349 1.662 -0.03
C -0.541 -0.283 2.321 -0.11
N -0.774 0.849 1.585 -0.12
C -1.441 0.456 0.508 -0.14
O -1.601 -2.558 -2.674 -0.08
C -0.765 -2.784 -3.800 -0.16
C -1.659 -2.939 -4.987 -0.32
C -1.927 -4.116 -5.627 -0.97
Cl -1.276 -5.650 -5.260 0.67
S -3.038 -3.916 -6.939 0.99
C -3.160 -2.233 -6.604 -0.41
C -2.386 -1.863 -5.556 -0.14
C 1.522 -2.280 -1.213 -0.56
Cl 1.931 -0.831 -2.050 0.79
C 2.575 -3.044 -0.723 -0.11
H 0.823 -5.669 0.492 0.11
H -1.036 -4.286 -0.319 0.12
H -0.585 -0.917 -1.935 0.12
H -2.493 -2.602 -0.212 0.13
H -2.908 -1.122 -1.101 0.15
H -1.098 -2.387 1.916 0.13
H -0.019 -0.246 3.256 0.07
H -1.772 1.110 -0.279 0.15
H -0.152 -3.680 -3.645 0.12
H -0.098 -1.926 -3.942 0.12
H -3.794 -1.623 -7.216 0.06
H -2.327 -0.857 -5.183 0.12
H 3.587 -2.690 -0.838 0.11
```

Output
LUMO (alpha / beta) = -3.896 / -3.794 eV
highest occupied orbital energy (alpha / beta) = -9.03 / -9.03 eV
largest force on an atom = 5.8 eV/Å
gap between HOMO and LUMO (alpha / beta) = 5.14 / 5.24 eV
energy = -126891.1654 eV



[6]
The following is a DFT calculation (ωB97M-V/def2-TZVPD) of a molecular structure, C29H23N4NiOS.

The geometry in XYZ format:
```
59
Properties=species:S:1:pos:R:3:lowdin_charge:R:1
Ni 1.530 -0.815 0.043 0.75
C 2.232 4.529 -0.648 -0.09
C 1.334 3.992 -1.559 -0.08
C 1.316 2.627 -1.807 -0.05
C 2.206 1.783 -1.149 -0.30
C 3.095 2.323 -0.227 -0.03
C 3.111 3.688 0.021 -0.08
N 2.168 0.373 -1.314 -0.02
C 2.148 -0.209 -2.534 -0.20
C 2.428 0.426 -3.769 -0.01
C 2.478 -0.317 -4.916 -0.04
C 2.249 -1.716 -4.937 -0.07
C 1.980 -2.372 -3.779 -0.01
C 1.912 -1.630 -2.580 -0.19
N 1.635 -2.136 -1.357 -0.05
N 1.620 -3.369 -1.081 0.13
C 1.434 -3.561 0.304 -0.28
C 1.264 -4.850 0.777 0.01
C 1.124 -5.050 2.138 -0.03
C 1.161 -3.963 2.998 -0.04
C 1.335 -2.706 2.453 -0.11
N 1.469 -2.501 1.142 0.03
H 2.249 5.595 -0.462 0.11
H 0.637 4.639 -2.078 0.11
H 0.599 2.206 -2.503 0.12
H 3.784 1.658 0.282 0.11
H 3.818 4.097 0.731 0.11
H 2.638 1.484 -3.792 0.11
H 2.714 0.185 -5.847 0.12
H 2.291 -2.258 -5.871 0.11
H 1.802 -3.439 -3.756 0.12
H 1.251 -5.665 0.067 0.12
H 0.987 -6.050 2.529 0.12
H 1.064 -4.083 4.067 0.12
H 1.375 -1.824 3.082 0.12
O -0.054 0.130 0.806 -0.56
S -1.233 -0.398 1.622 1.08
C -1.697 0.996 2.623 -0.38
C -2.495 0.766 3.734 -0.08
C -2.872 1.847 4.515 -0.06
C -2.437 3.124 4.187 -0.06
C -1.625 3.331 3.078 -0.05
C -1.246 2.261 2.281 -0.06
C -2.582 -0.436 0.468 -0.38
C -2.521 0.329 -0.685 -0.06
C -3.597 0.289 -1.559 -0.05
C -4.703 -0.501 -1.270 -0.06
C -4.742 -1.268 -0.112 -0.06
C -3.669 -1.247 0.766 -0.08
H -2.818 -0.238 3.985 0.11
H -3.497 1.691 5.385 0.11
H -2.725 3.965 4.804 0.11
H -1.285 4.328 2.832 0.11
H -0.606 2.398 1.418 0.11
H -1.647 0.936 -0.890 0.11
H -3.573 0.878 -2.466 0.11
H -5.539 -0.524 -1.956 0.11
H -5.600 -1.890 0.101 0.11
H -3.675 -1.854 1.664 0.11
```

Output
LUMO (alpha / beta) = -4.115 / -4.141 eV
highest occupied orbital energy (alpha / beta) = -9.96 / -10.16 eV
multiplicity = 3
<S²> = 2.073
net charge = +1
largest force on an atom = 1.0 eV/Å
gap between HOMO and LUMO (alpha / beta) = 5.84 / 6.02 eV
energy = -90326.3560 eV



- Among the records above, which one has the highest energy?
  C5H8N2



Repeat the fourth record exactly.
The following is a DFT calculation (ωB97M-V/def2-TZVPD) of a molecular structure, C4H3CuFO5.

The geometry in XYZ format:
```
14
Properties=species:S:1:pos:R:3:lowdin_charge:R:1
C -1.174 -0.238 -0.122 -0.33
C -0.389 -1.352 0.568 -0.11
F -2.407 -0.129 0.471 0.06
H -1.311 -0.381 -1.201 0.18
H -0.187 -1.051 1.607 0.15
H -1.023 -2.246 0.579 0.15
O 0.800 -1.703 -0.107 -0.03
C 1.933 -0.895 -0.038 -0.26
O 2.933 -1.425 -0.483 0.10
O 0.550 2.806 0.241 -0.04
Cu 1.622 1.134 0.496 0.75
O -0.551 2.335 -1.647 0.11
O -0.475 0.930 0.100 -0.04
C -0.320 2.214 -0.463 -0.69
```

Output
LUMO (alpha / beta) = -0.598 / -3.649 eV
highest occupied orbital energy (alpha / beta) = -10.32 / -10.18 eV
multiplicity = 2
<S²> = 0.756
largest force on an atom = 4.5 eV/Å
gap between HOMO and LUMO (alpha / beta) = 9.72 / 6.54 eV
energy = -61788.4873 eV



- energy of number 2 (C26H48N8O14S2)?
  -89970.0146 eV